Here is a structure of composition C31H37N7O6SiTl from OMol25. Energies are from wB97M-V/def2-TZVPD.

As for the total charge: -1. The calculation puts the largest force on an atom at 0.40 eV/Å. The value obtained for the LUMO energy is 0.0914 hartree. As for the energy above the lowest of the compared OMol25 structures with the same formula, charge and spin: 3.6 kcal/mol. As for the HOMO-LUMO gap: 7.532 eV. The highest occupied orbital energy is -5.0443 eV.

Geometry as XYZ:
```
83
Properties=species:S:1:pos:R:3:forces:R:3
H 2.353210 -0.089746 -4.707052 0.0 0.0 0.0
C -0.001732 2.184496 -4.510347 0.0 0.1 0.0
N -0.289896 0.020971 2.254135 0.1 0.1 -0.2
O 1.603345 3.680996 2.432273 -0.2 0.2 0.2
C 0.679894 -1.272614 4.131047 0.0 -0.1 0.0
C -2.060583 -2.783511 -3.069846 0.0 0.0 0.0
N 2.375080 -0.580355 0.046410 0.1 0.1 0.2
C 0.769270 -0.041455 3.257168 0.0 -0.1 0.0
C -0.872198 4.462360 0.996310 0.1 0.0 0.1
C 2.557330 0.589944 -3.879197 0.0 -0.1 0.0
Tl -0.017704 0.049399 -0.086498 -0.1 0.0 -0.1
H 0.794790 5.001508 2.629217 -0.1 0.0 -0.2
H -2.450515 -3.664131 -4.999284 0.0 0.0 0.0
H 1.198759 -0.220282 5.922753 0.0 0.0 0.0
H 0.081182 -2.591577 2.538737 0.0 -0.1 0.1
H -1.037414 -1.988259 -6.178209 0.0 0.0 0.0
N 0.038632 0.195549 -2.287452 -0.1 0.0 0.1
H 0.030011 -4.593724 3.960344 0.0 0.0 0.0
H 4.229813 -2.662427 -1.178404 0.0 0.0 0.0
H 4.765214 -1.565370 0.099855 0.0 0.0 0.0
N -2.306435 -0.158218 0.365750 -0.1 -0.1 -0.1
H 3.227322 1.374413 -4.241987 0.0 0.0 0.0
C -2.586521 -0.042761 1.696232 0.1 0.1 0.1
O 1.646790 1.850273 1.153084 -0.1 0.0 0.0
C 1.775036 -4.255361 0.216751 0.0 0.0 0.0
C -1.799721 3.101256 -0.479831 0.0 0.0 0.0
C -2.718022 2.607605 -1.538803 0.0 0.0 0.0
C -0.766973 5.737305 1.751509 0.0 -0.1 -0.1
C -0.498449 -0.949427 -4.395404 0.0 0.0 0.1
N 0.333173 -2.289871 0.171534 0.0 0.0 0.1
O 0.216681 5.851296 2.609238 0.1 -0.2 0.1
H 0.432429 2.023372 -5.500307 0.0 0.0 0.0
H 3.090164 0.026021 -3.107834 0.0 0.0 0.0
C 1.537837 -2.781824 0.097189 0.1 0.0 0.0
H -1.765930 0.023407 3.695451 0.0 0.0 0.0
H -2.575002 5.042001 -0.081697 0.0 0.0 0.0
H 2.500669 3.192921 -2.528032 0.0 0.0 -0.1
C 0.916479 -2.314223 6.298568 0.0 0.0 0.0
H 0.107604 -0.251389 -4.950951 0.1 0.0 -0.1
C -3.963270 -0.108074 1.913810 0.0 0.0 0.0
C -1.945203 -2.879999 -4.450272 0.0 0.0 0.0
H -2.961283 3.412063 -2.234425 0.0 0.0 0.0
C -1.515117 0.021824 2.631423 -0.1 -0.1 0.0
N -0.771186 2.452447 0.023133 0.2 0.1 0.1
C -1.154501 -1.945678 -5.101049 0.0 0.0 0.0
H -4.459102 -0.061921 2.871767 0.0 0.0 0.0
H -3.639361 2.217311 -1.105612 0.0 0.0 0.0
H -5.588682 -0.389813 0.416672 0.0 0.0 0.0
C -4.541459 -0.281175 0.651773 0.1 0.0 0.0
H 0.555965 -4.427443 6.380120 0.0 0.0 0.0
H 1.973752 2.367780 -1.067392 0.0 0.0 0.1
C 0.592588 -3.546344 5.751693 0.0 0.0 0.0
H 2.169923 -4.530070 1.200868 0.0 0.0 0.0
H 1.717755 -0.030862 2.722757 0.0 0.0 0.0
H -3.526420 -0.459871 -1.331312 0.0 0.0 0.0
C 0.952126 -1.183882 5.490837 0.1 0.0 0.0
C -0.172286 3.286775 0.933672 -0.2 -0.1 0.0
C 1.640863 2.729715 -2.036865 -0.1 0.0 0.1
C 2.650488 -1.827665 -0.016977 -0.1 0.0 0.0
H 0.890035 3.504670 -1.871156 0.0 0.0 0.0
H -2.227477 1.800803 -2.081463 0.0 0.0 0.0
C 4.050804 -2.342917 -0.148927 0.0 0.0 0.0
C 0.344593 -2.513526 3.588814 0.0 0.1 -0.1
H 0.819992 -4.758788 0.084849 0.0 0.0 0.0
H 1.131111 -2.228389 7.356644 0.0 0.0 0.0
H -0.056339 3.263757 -4.344332 0.0 0.0 0.0
H -1.538532 -1.783129 -1.286003 0.0 0.0 0.0
C 0.302451 -3.640073 4.394925 0.0 0.0 0.1
Si 1.008426 1.359878 -3.134793 0.1 0.0 -0.1
O 3.450009 0.294429 -0.030178 -0.1 0.0 0.0
N -1.887116 4.323951 0.085361 -0.1 0.0 0.0
H 3.064443 1.093667 0.391376 0.0 -0.1 0.0
H 2.480415 -4.609725 -0.537908 0.0 0.0 0.0
O -0.671536 -3.024263 0.440713 0.0 -0.1 0.0
H -2.655570 -3.501399 -2.517674 0.0 0.0 0.0
C 1.119270 2.904983 1.581506 0.3 0.0 -0.2
H 0.755974 0.855110 3.884645 0.0 0.0 0.0
O -1.585075 6.610443 1.542229 0.0 0.0 0.0
C -3.480020 -0.316278 -0.261857 -0.1 0.1 0.1
C -0.607604 -0.826752 -2.991503 0.0 0.0 -0.2
H -1.020209 1.791130 -4.530072 0.0 0.0 0.0
H 4.200313 -3.206992 0.497442 0.0 0.0 0.0
C -1.417593 -1.784259 -2.359685 0.1 0.0 0.0
```
Positions in Å, forces in eV/Å.